No. 1
141
Properties=species:S:1:pos:R:3:mulliken_charge:R:1 method="wB97M-V/def2-TZVPD" charge=+1 orbital_gap_ha=0.310 e_homo_ev=-11.1 e_lumo_ha=-0.0987 e_tot_ha=-5344.53649 fmax_ev_per_a=1.7 spin_multiplicity=1
C 4.56069 -2.00681 -0.34967 -0.4788
O 3.15048 -2.10430 -0.44880 -0.2364
C 2.48205 -1.10087 0.27953 -1.0109
C 1.09181 -0.94860 -0.33530 0.4039
C 0.48067 -2.34329 -0.54406 -0.7443
C -1.05673 -2.27877 -0.49573 -0.7741
N -1.64126 -3.56628 -0.84493 0.7913
O -1.11519 -4.65965 -0.20909 -0.2449
C -1.24977 -4.59682 1.22186 -0.1995
C -1.02996 -5.99439 1.79358 -0.3709
C -0.97535 -5.87786 3.32181 -1.5338
O -2.06357 -6.88645 1.41453 -0.4937
C -2.60142 -3.77449 -1.71702 -1.4055
N -2.98454 -5.08437 -1.93138 0.4915
C -3.88374 -5.61691 -0.87893 -0.2310
C -5.34146 -5.17188 -0.94684 0.5902
C -6.13594 -5.84520 0.16366 0.0818
C -6.09546 -7.22430 0.35858 -0.2167
C -6.79782 -7.83931 1.38031 -0.7804
C -7.56997 -7.07061 2.24607 -0.4871
C -7.63653 -5.70323 2.04543 -0.7189
C -6.93127 -5.09242 1.02068 -0.3811
C -3.34524 -5.41964 -3.31879 -0.4500
C -3.10573 -4.22486 -4.22821 -1.1973
C -3.83307 -3.03082 -3.61185 0.4638
P -4.01646 -1.61303 -4.74201 0.6885
O -5.07938 -0.72241 -4.25415 -0.6990
O -4.35899 -2.19708 -6.19353 -0.5607
O -2.57582 -0.98062 -4.93010 -0.5127
N -3.12017 -2.66165 -2.37831 1.0637
C -3.90524 -1.73994 -1.49662 -1.4244
C -3.47158 -0.26242 -1.66292 -1.6507
C -3.30796 0.52357 -0.34183 -0.8492
C -1.91618 1.17995 -0.21446 -0.5707
S -1.85120 2.76674 0.60882 1.5489
O -1.79216 3.80695 -0.36508 -0.6843
O -0.77376 2.70651 1.55688 -0.6477
O -3.21346 2.93830 1.39825 -0.5395
H 4.94299 -1.19019 -0.96117 0.2081
H 4.91437 -1.88393 0.68060 0.3424
H 5.00845 -2.91826 -0.73404 -0.0474
H 3.03167 -0.15854 0.28801 0.5027
H 2.36751 -1.45829 1.31727 0.3814
H 0.46244 -0.31497 0.29120 -0.2203
H 1.24771 -0.50024 -1.32198 0.1039
H 0.79756 -2.79970 -1.47825 0.3231
H 0.83074 -2.98550 0.26497 0.3922
H -1.36872 -1.96871 0.50476 0.2234
H -1.37829 -1.52099 -1.20147 0.2699
H -2.25814 -4.26794 1.50266 0.3466
H -0.52712 -3.90720 1.66274 0.6399
H -0.09262 -6.39667 1.41183 0.4242
H -0.86728 -6.88437 3.72318 0.3875
H -1.92304 -5.47448 3.68709 0.3868
H -0.13411 -5.27744 3.66352 0.4409
H -2.85949 -6.64521 1.90311 0.3575
H -3.76895 -6.69646 -0.87533 0.5889
H -3.48247 -5.27730 0.07380 -0.4828
H -5.44291 -4.09471 -0.81170 -0.0964
H -5.82327 -5.44366 -1.89020 0.3663
H -5.50517 -7.84009 -0.31122 0.3847
H -6.73425 -8.91234 1.50110 0.4013
H -8.09867 -7.56208 3.05097 0.3974
H -8.25258 -5.11615 2.71593 0.3905
H -7.01393 -4.01796 0.89757 0.3912
H -2.67250 -6.21716 -3.64932 0.3569
H -4.35718 -5.81168 -3.41061 0.4203
H -3.44452 -4.45996 -5.23456 0.4631
H -2.03028 -4.03606 -4.28800 0.3157
H -4.85937 -3.34579 -3.38512 0.1877
H -5.29186 -2.44763 -6.23385 0.3776
H -2.62309 -0.32954 -5.64903 0.3613
H -3.81016 -2.02893 -0.44968 0.6957
H -4.95244 -1.79112 -1.79343 0.8147
H -2.54423 -0.20560 -2.23237 0.5159
H -4.21677 0.25335 -2.26523 0.8630
H -4.06305 1.30641 -0.28020 0.7086
H -3.46020 -0.11033 0.53505 0.4394
H -1.43448 1.34005 -1.17743 0.5521
H -1.26287 0.54752 0.38416 -0.2696
H -3.13336 2.53682 2.27724 0.3854
C 2.21646 2.96344 -3.55021 -0.5839
C 1.79529 3.55440 -2.19686 -0.5244
C 2.54925 2.78273 -1.10657 0.2413
S 4.08079 2.21444 -1.86521 1.1139
O 4.06289 0.77157 -1.91871 -0.5618
O 5.19565 2.91693 -1.29212 -0.7292
C 3.73688 2.85012 -3.50225 -0.8192
H 1.89117 3.58569 -4.38243 0.4106
H 1.77451 1.97191 -3.67786 0.2234
H 2.07066 4.60950 -2.15854 0.2885
H 0.71816 3.49341 -2.04456 0.2220
H 2.79853 3.40308 -0.24938 0.3703
H 1.99987 1.90154 -0.77848 -0.4656
H 4.15425 2.17108 -4.24188 0.4333
H 4.21271 3.82724 -3.57783 0.3703
C 8.81180 -5.29214 -3.92921 -0.5566
C 9.33888 -5.84061 -2.59639 -0.6337
C 8.54347 -5.16083 -1.47448 -0.7050
S 6.93801 -4.75713 -2.17650 1.2653
O 6.80314 -3.32301 -2.22088 -0.6498
O 5.91895 -5.58089 -1.57484 -0.7173
C 7.29042 -5.34532 -3.82979 -0.7465
H 9.17437 -5.87061 -4.77730 0.3446
H 9.13937 -4.25894 -4.06184 0.2924
H 9.18112 -6.92014 -2.55859 0.2969
H 10.40639 -5.66184 -2.48001 0.3221
H 8.39249 -5.81056 -0.61633 0.3854
H 9.00296 -4.22664 -1.15767 0.3697
H 6.77933 -4.71016 -4.54941 0.3777
H 6.92054 -6.36799 -3.89857 0.3643
C -0.79258 7.27698 2.89567 -0.8906
C -0.37375 5.94453 2.25750 -0.2018
C 1.09989 6.07493 1.85762 -0.6323
S 1.82309 7.25957 3.00283 1.2359
O 2.22465 8.43360 2.26358 -0.6702
O 2.75093 6.58566 3.87489 -0.7004
C 0.31523 7.63402 3.88141 0.0081
H -1.75787 7.20578 3.39463 0.3901
H -0.86835 8.04766 2.12502 0.3520
H -0.48614 5.13764 2.98369 0.2157
H -0.98690 5.69509 1.39388 0.1193
H 1.64121 5.13601 1.94311 0.2762
H 1.21363 6.47803 0.85279 0.3746
H 0.32232 8.67847 4.17796 -0.2641
H 0.27851 6.99929 4.76587 0.3624
C 3.01949 11.95829 5.85966 -0.5647
C 2.53877 12.42451 4.47892 -0.7150
C 1.16451 11.79036 4.23443 -0.1366
S 0.43118 11.55140 5.86145 1.1322
O 0.29275 10.13339 6.09844 -0.6289
O -0.68492 12.44488 6.03095 -0.6980
C 1.83279 12.14584 6.80070 -0.7236
H 3.88654 12.52295 6.19854 0.3369
H 3.29948 10.90347 5.81859 0.3039
H 2.44962 13.51271 4.47258 0.2920
H 3.23871 12.14726 3.69252 0.3589
H 0.50634 12.42819 3.65016 0.4214
H 1.25241 10.81297 3.76131 -0.1345
H 1.90859 11.57780 7.72482 0.3993
H 1.65620 13.19873 7.01818 0.3616

---

No. 2
161
Properties=species:S:1:pos:R:3:mulliken_charge:R:1 method="wB97M-V/def2-TZVPD" charge=+3 orbital_gap_ha=0.222 e_homo_ev=-12.6 e_lumo_ha=-0.2426 e_tot_ha=-6681.12380 e_above_lowest_kcal_mol=0.0 fmax_ev_per_a=2.7 spin_multiplicity=1
C -13.38508 13.65880 1.09664 -0.8831
C -12.30591 14.62034 1.47456 0.5585
O -11.98191 14.95019 2.55882 -0.3972
N -11.46357 15.17420 0.32467 0.0618
H -12.06348 15.28556 -0.49442 0.4115
H -11.15808 16.08722 0.67422 0.3769
C -10.29280 14.27407 0.02728 -0.1265
H -13.84178 13.31624 2.01990 0.3733
H -13.03016 12.86409 0.44573 0.0786
H -14.16677 14.25819 0.61106 0.3943
H -10.64369 13.28780 -0.26668 -0.0895
H -9.70055 14.17918 0.93580 0.4887
H -9.71908 14.71269 -0.77790 -0.3324
C -8.93828 11.70521 -3.06964 0.2751
C -8.04066 10.52140 -3.10516 -0.0765
O -7.24274 10.23090 -2.27814 -0.0794
N -8.01367 9.77206 -4.37540 2.0934
H -8.40611 10.37754 -5.13403 -0.7526
H -7.05948 9.57368 -4.75308 0.3711
C -8.81467 8.51632 -4.33202 -0.1605
H -8.97438 12.03580 -2.03042 -0.1705
H -9.96230 11.41670 -3.32417 -0.0600
H -8.54737 12.51953 -3.67652 -0.1896
H -9.76226 8.72599 -4.82004 -0.1515
H -8.99392 8.13827 -3.33131 -0.1437
H -8.28769 7.78090 -4.93182 0.1490
C -4.87606 6.34106 -4.04388 -1.1277
C -6.12350 5.73265 -3.53838 0.2680
O -7.14716 6.21991 -3.20094 -0.0852
N -5.94642 4.21367 -3.22367 -0.0250
H -6.78872 3.74240 -3.56649 0.3877
H -5.20581 3.81741 -3.81283 0.4470
C -5.73474 3.94800 -1.78079 -0.7756
H -5.07990 7.40259 -4.17515 -0.1988
H -4.59044 5.76793 -4.93163 0.5714
H -4.10947 6.15954 -3.27450 0.6603
H -5.76418 2.87615 -1.60540 0.4013
H -6.55640 4.36212 -1.19819 0.2630
H -4.80460 4.43603 -1.50703 0.3169
C -6.12983 8.77565 2.92995 -1.3137
C -6.43593 8.35792 1.52646 0.5720
O -7.50160 8.26605 1.01950 -0.2440
N -5.20238 8.01768 0.68754 -0.0594
H -4.45780 8.54299 1.16419 0.4789
H -4.93457 7.04100 0.81934 0.3656
C -5.27135 8.58939 -0.71700 -0.2065
H -5.36215 8.13998 3.37796 0.4453
H -7.01936 8.57581 3.52384 0.3503
H -5.87844 9.83650 2.93937 0.2930
H -4.36759 8.46068 -1.31067 0.5133
H -5.44324 9.64761 -0.54804 -0.2288
H -6.15498 8.15002 -1.16957 0.0417
C -7.73364 16.49246 -7.39605 -1.3559
C -8.58816 15.57340 -6.52596 0.1477
N -8.13411 15.60209 -5.14577 0.4467
C -7.18558 14.83417 -4.50451 -1.3067
C -7.19995 15.15406 -3.19125 -0.4147
N -8.17334 16.13912 -3.06609 0.2728
C -8.70203 16.39406 -4.24306 -0.3389
C -8.48672 16.79296 -1.80415 -0.9290
H -7.69511 17.50908 -6.99830 0.3469
H -8.15479 16.54895 -8.39987 0.4196
H -6.70463 16.15248 -7.50894 0.3637
H -8.52399 14.57510 -6.96289 0.0758
H -9.61870 15.90884 -6.60785 -0.0718
H -6.65524 14.11592 -5.10585 0.9755
H -6.66173 14.96262 -2.27779 0.7794
H -9.44166 17.14488 -4.46651 0.5056
H -8.01672 17.77506 -1.77447 0.3356
H -8.11516 16.28809 -0.91388 0.2874
H -9.57364 16.86444 -1.76385 0.3772
C -12.33187 14.29317 -7.21508 -1.3641
C -11.90720 12.93053 -6.72426 0.4068
N -12.82346 11.83378 -7.06906 0.2442
C -13.91461 11.87080 -7.90291 -0.1485
C -14.47874 10.64300 -7.85950 -0.7550
N -13.70684 9.87296 -7.02371 0.2742
C -12.73762 10.63380 -6.52470 -0.6325
C -14.01835 8.51994 -6.58592 -0.6644
H -13.29444 14.59748 -6.79028 0.4154
H -12.56297 14.28462 -8.28387 0.4146
H -11.54240 15.01845 -7.06654 0.0480
H -11.61456 12.87000 -5.67896 0.2010
H -10.98914 12.65351 -7.25628 0.0880
H -14.18854 12.73066 -8.48386 0.4267
H -15.28026 10.20841 -8.42961 0.4744
H -11.93677 10.29650 -5.88552 0.6529
H -13.88380 8.47696 -5.50388 0.0425
H -13.39330 7.83477 -7.15045 0.3417
H -15.08158 8.31695 -6.68902 0.3955
C -11.03968 5.52566 -4.84578 -0.7739
C -12.54842 5.56383 -4.80567 0.2572
N -13.20417 4.51957 -4.02246 0.4652
C -13.32291 3.18716 -4.35692 -0.4249
C -14.07025 2.60884 -3.39256 -0.4547
N -14.50242 3.61810 -2.55402 0.2507
C -13.98551 4.76069 -2.98018 -0.6570
C -15.37886 3.40291 -1.40143 -0.7918
H -10.59251 5.71691 -3.86953 -0.0453
H -10.71674 6.34872 -5.48818 0.3196
H -10.59338 4.64837 -5.31729 0.5265
H -12.97492 5.55369 -5.81092 0.3808
H -12.86709 6.52515 -4.41137 -0.6733
H -12.74443 2.74945 -5.15225 0.4776
H -14.27408 1.56891 -3.20686 0.4654
H -14.11819 5.74180 -2.53990 0.6787
H -15.75698 2.38693 -1.40732 0.3248
H -16.21089 4.10131 -1.44172 0.3662
H -14.81724 3.57630 -0.48476 0.2948
C -10.18082 1.75788 0.50414 -1.2072
C -11.37620 2.48498 -0.08633 -0.4663
N -11.22787 3.95096 0.02138 0.3164
C -10.62137 4.78831 -0.89919 -0.8230
C -10.55176 6.00671 -0.32314 -0.8706
N -11.19328 5.92178 0.88256 0.3701
C -11.56109 4.66284 1.08470 -0.3036
C -11.39889 7.03741 1.79306 -0.7705
H -10.43269 0.71577 0.69828 0.4155
H -9.92026 2.17097 1.48089 0.3274
H -9.29813 1.78627 -0.13215 0.3103
H -12.27437 2.22081 0.46681 0.3955
H -11.46120 2.28572 -1.15300 0.2448
H -10.30719 4.35307 -1.83121 0.8292
H -10.13977 6.94147 -0.66365 0.8122
H -12.13854 4.29019 1.91523 0.5050
H -10.75411 6.92321 2.66427 0.3739
H -12.42307 7.17904 2.12822 0.3469
H -11.10240 7.96595 1.30958 0.1423
Cl -8.58945 11.73002 -6.80338 -0.6644
C -7.14234 7.64781 -8.36426 0.5137
F -8.35864 7.11371 -8.15430 -0.2274
F -6.66932 7.20987 -9.52406 -0.2193
F -7.25650 8.96640 -8.45424 -0.2258
S -5.96806 7.18592 -7.01254 1.3691
O -6.41079 7.94939 -5.85496 -0.8576
O -6.10846 5.72961 -6.86898 -0.7831
O -4.66816 7.51136 -7.52406 -0.7445
C -4.57572 12.43000 -3.42493 0.3479
F -5.70554 12.35018 -2.68412 -0.1052
F -4.90180 13.06284 -4.56532 -0.2989
F -3.66885 13.16352 -2.80918 -0.2094
S -3.93723 10.74825 -3.80700 1.1421
O -3.47953 10.19866 -2.53117 -0.7809
O -5.07940 10.06015 -4.39743 -0.6722
O -2.87038 10.95086 -4.74308 -0.7245
C -12.27415 10.03424 -1.33831 0.1889
F -13.16130 10.15421 -0.33926 -0.2600
F -12.07449 11.27333 -1.82335 -0.1589
F -11.10693 9.60038 -0.82884 -0.0932
S -12.87143 8.88284 -2.65585 1.1647
O -12.84102 7.56076 -2.03789 -0.5456
O -14.17086 9.37790 -3.00908 -0.7317
O -11.84899 9.05286 -3.67248 -0.3618
C -5.27564 12.25016 0.81213 0.4378
F -4.41671 11.82489 -0.10033 -0.2294
F -6.11902 11.21036 1.12535 -0.2406
F -4.60608 12.54481 1.91378 -0.2462
S -6.26342 13.69621 0.19534 1.3467
O -5.29258 14.57890 -0.40058 -0.7477
O -7.31579 13.27324 -0.73532 -0.4730
O -6.88123 14.21884 1.40336 -0.7528